Entry 1:
The following is a quantum chemistry calculation of a 2-piece molecular cluster, C2H8N2O2 overall at a distorted geometry, from the OMol25 dataset.

2S+1   1
HOMO-LUMO gap   9.83 eV
HOMO   -9.107 eV
Relative energy (zero: lowest compared OMol25 entry of this formula, charge and spin)   58.2 kcal/mol
Structure (SMILES)   O=CO.NCN
Strongest force on any atom   4.40 eV Å⁻¹

XYZ file:
```
14
Properties=species:S:1:pos:R:3:nbo_charge:R:1
O 1.912 3.573 0.733 -0.577
C 2.015 2.616 1.470 0.616
O 0.814 2.318 2.165 -0.708
H 2.877 1.907 1.327 0.167
H 0.159 3.027 1.761 0.502
N -1.834 -1.543 -1.870 -0.854
C -0.792 -2.519 -1.368 -0.054
N -1.582 -3.631 -0.820 -0.847
H -2.520 -2.030 -2.449 0.358
H -2.139 -1.050 -1.072 0.364
H -0.134 -2.809 -2.152 0.164
H -0.337 -2.064 -0.439 0.181
H -2.102 -4.225 -1.616 0.342
H -1.037 -4.241 -0.325 0.346
```

---

Entry 2:
The following is a quantum chemistry calculation of a 2-piece molecular cluster, C2H8N2O2S overall at a distorted geometry, from the OMol25 dataset.

2S+1   1
HOMO-LUMO gap (spin up / spin down)   5.86 / 10.44 eV
HOMO (spin up / spin down)   -6.944 / -10.193 eV
Relative energy (zero: lowest compared OMol25 entry of this formula, charge and spin)   95.0 kcal/mol
Strongest force on any atom   4.52 eV Å⁻¹

XYZ file:
```
15
Properties=species:S:1:pos:R:3:nbo_charge:R:1
C 1.297 -0.521 -1.124 -0.878
C -0.248 0.711 0.975 -0.243
N -1.007 -1.877 0.240 -0.899
N -1.377 1.329 0.772 -0.742
O 2.235 1.320 0.512 -0.925
O 0.426 1.969 -1.126 -0.953
S 1.023 0.977 -0.232 2.111
H 0.410 -1.095 -1.068 0.294
H 1.345 0.002 -1.972 0.236
H 2.157 -1.191 -0.935 0.258
H -0.182 0.018 1.845 0.243
H -2.079 -1.875 0.526 0.329
H -0.430 -2.651 0.614 0.325
H -1.252 1.753 -0.167 0.424
H -2.319 1.132 1.139 0.418
```

---

Entry 3:
The following is a quantum chemistry calculation of a 3-piece molecular cluster, C2H8N2O4P overall at a distorted geometry, from the OMol25 dataset.

2S+1   1
HOMO-LUMO gap   7.20 eV
HOMO   -3.746 eV
Relative energy (zero: lowest compared OMol25 entry of this formula, charge and spin)   71.9 kcal/mol
Strongest force on any atom   4.66 eV Å⁻¹
Net charge   -1

XYZ file:
```
17
Properties=species:S:1:pos:R:3:nbo_charge:R:1
C 0.487 -0.450 -1.292 -0.337
C 1.204 0.789 -1.394 0.682
N 0.644 2.150 1.277 -1.107
N -0.101 0.832 -1.777 -0.625
O -2.424 0.784 0.997 -1.082
O -3.826 -1.388 1.722 -1.179
O -2.482 -1.170 -0.527 -1.057
O 2.263 1.409 -1.358 -0.606
P -2.486 -1.077 1.166 1.431
H 0.436 -1.173 -2.136 0.202
H 0.083 -0.891 -0.355 0.238
H 1.541 2.471 1.073 0.373
H -0.035 2.815 1.723 0.371
H -3.169 -0.627 -0.870 0.467
H -0.699 1.542 -1.318 0.421
H 0.702 1.356 1.903 0.365
H -1.612 1.092 1.231 0.443
```